(1)
43
Properties=species:S:1:pos:R:3 method="wB97M-V/def2-TZVPD" e_tot_ha=-1390.1771 e_lumo_ev=0.19 e_homo_ev=-8.2181 orbital_gap_ev=8.41 total_charge=0 e_above_lowest_kj_mol=27.9
S 2.237 1.937 1.675
N -2.317 -0.939 -1.157
N -0.591 -1.989 0.086
C 1.337 0.923 0.715
C -1.814 -2.042 -0.492
C -1.662 0.213 -1.185
C 0.040 -0.813 0.152
C -3.227 3.589 -1.701
C -3.454 3.632 -3.089
C 3.490 -2.440 3.802
C -2.647 2.457 -1.096
C -3.018 2.544 -3.851
C 2.124 -2.243 3.977
C 4.077 -1.958 2.624
C -2.212 1.374 -1.877
C -0.457 0.321 -0.481
C 1.907 -1.167 1.797
C -2.400 1.442 -3.251
C 1.362 -1.544 3.032
C 3.284 -1.387 1.591
N 0.427 1.372 -0.214
N 1.186 -0.460 0.824
C -2.049 0.236 -4.133
C -0.101 -1.227 3.313
C 3.984 -1.053 0.301
H -2.432 -2.922 -0.361
H -3.605 4.410 -1.108
H -4.026 4.444 -3.533
H 4.128 -2.873 4.544
H -2.591 2.431 -0.027
H -3.254 2.505 -4.926
H 1.613 -2.575 4.894
H 5.127 -2.059 2.467
H 0.202 2.346 -0.315
H -1.835 0.530 -5.191
H -1.136 -0.231 -3.718
H -2.872 -0.468 -4.158
H -0.300 -0.174 3.183
H -0.371 -1.404 4.380
H -0.675 -1.838 2.622
H 4.926 -1.626 0.214
H 3.366 -1.293 -0.573
H 4.230 0.018 0.242

---

(2)
47
Properties=species:S:1:pos:R:3 method="wB97M-V/def2-TZVPD" e_tot_ha=-1350.6282 e_lumo_ev="-3.53 / -4.26" e_homo_ev="-10.6003 / -11.1111" orbital_gap_ev="7.07 / 6.85" multiplicity=3 s_squared=2.0055 total_charge=+1
Pt 0.026 0.302 -0.014
C -2.632 3.340 -1.467
C -3.088 4.025 -0.340
C -2.560 3.711 0.886
C -1.586 2.705 1.015
N -1.175 2.033 -0.085
C -1.687 2.364 -1.290
N -1.106 2.538 2.299
C -0.312 1.619 2.717
N 0.198 0.550 2.028
C 1.051 -0.182 2.810
N 1.736 -1.220 2.492
C 1.828 -1.808 1.248
C 2.509 -3.037 1.232
C 2.738 -3.698 0.053
C 2.308 -3.119 -1.142
C 1.645 -1.923 -1.078
N 1.381 -1.279 0.082
C 1.061 0.441 4.152
C 1.730 0.100 5.310
C 1.527 0.911 6.422
C 0.687 2.021 6.364
C 0.019 2.361 5.193
C 0.221 1.549 4.094
H -2.996 3.564 -2.458
H -3.835 4.802 -0.430
H -2.855 4.225 1.788
H -1.302 1.802 -2.130
H 2.849 -3.420 2.182
H 3.258 -4.646 0.050
H 2.487 -3.585 -2.100
H 1.298 -1.427 -1.974
H 2.383 -0.760 5.344
H 2.033 0.679 7.350
H 0.556 2.631 7.248
H -0.630 3.224 5.137
C -5.362 -0.912 0.448
N -4.125 -0.868 -0.310
C -2.909 -0.670 0.214
N -2.802 -0.455 1.537
O -1.906 -0.669 -0.547
H -6.190 -0.989 -0.250
H -5.499 0.003 1.026
H -5.398 -1.777 1.113
H -4.138 -1.027 -1.303
H -3.586 -0.556 2.156
H -1.878 -0.379 1.933

---

(3)
47
Properties=species:S:1:pos:R:3 method="wB97M-V/def2-TZVPD" e_tot_ha=-1845.2440 e_lumo_ev=2.70 e_homo_ev=-3.2957 orbital_gap_ev=5.99 total_charge=-1 e_above_lowest_kj_mol=0.0
Al -1.588 -2.483 -1.869
O -4.689 -1.837 -2.996
S -3.661 -2.835 -3.123
O -3.929 -3.945 -3.981
O -2.299 -2.149 -3.495
O -3.194 -3.305 -1.708
N 0.313 -4.403 -1.163
C 0.141 -3.117 -1.230
H 1.229 -4.609 -0.753
C 0.992 -2.091 -0.780
C 1.358 -1.049 -0.232
C 1.741 0.104 0.416
C 1.153 1.357 -0.062
C 0.789 1.504 -1.414
C 0.201 2.664 -1.891
C -0.064 3.731 -1.039
C 0.270 3.601 0.305
C 0.862 2.444 0.784
C 2.669 0.023 1.541
C 2.871 -1.194 2.219
C 3.765 -1.304 3.269
C 4.499 -0.205 3.701
C 4.326 1.003 3.038
C 3.438 1.116 1.980
H 0.998 0.686 -2.093
H -0.042 2.742 -2.945
H -0.519 4.639 -1.413
H 0.058 4.412 0.994
H 1.090 2.364 1.839
H 2.307 -2.062 1.900
H 3.884 -2.262 3.763
H 5.193 -0.291 4.527
H 4.902 1.871 3.338
H 3.357 2.063 1.464
C -2.913 0.214 0.767
C -2.822 1.213 -0.386
C -2.568 0.321 -1.586
O -1.832 -0.826 -1.031
C -1.794 -0.746 0.435
H -3.876 -0.301 0.757
H -2.764 0.675 1.742
H -1.981 1.892 -0.233
H -3.731 1.797 -0.516
H -1.924 0.773 -2.336
H -3.476 -0.071 -2.042
H -0.812 -0.368 0.717
H -1.927 -1.756 0.821

---

(4)
54
Properties=species:S:1:pos:R:3 method="wB97M-V/def2-TZVPD" e_tot_ha=-13163.6446 e_lumo_ev="-0.50 / -0.49" e_homo_ev="-7.2785 / -7.3719" orbital_gap_ev="6.78 / 6.88" multiplicity=3 s_squared=2.0116 total_charge=0 e_above_lowest_kj_mol=0.0
V 0.797 -0.855 0.556
Br 1.924 1.113 7.072
C 2.090 0.446 5.316
C 3.332 0.015 4.848
Br 4.868 0.116 5.941
C 3.436 -0.507 3.556
Br 5.072 -1.093 2.814
C 2.316 -0.595 2.749
O 2.257 -1.191 1.570
C 1.061 -0.087 3.185
O 0.100 -0.174 2.305
C 0.965 0.393 4.489
Br -0.740 0.978 5.049
N 3.473 -0.079 -0.848
C 2.654 1.016 -0.628
C 3.074 2.265 -1.087
C 2.283 3.370 -0.868
C 1.086 3.211 -0.174
C 0.737 1.954 0.254
N 1.494 0.864 0.025
C 3.119 -1.391 -1.077
C 4.087 -2.273 -1.565
C 3.708 -3.545 -1.923
C 2.367 -3.910 -1.812
C 1.486 -3.003 -1.279
N 1.851 -1.769 -0.876
H 4.433 0.148 -1.040
H 4.000 2.342 -1.641
H 2.582 4.340 -1.241
H 0.438 4.048 0.035
H -0.176 1.785 0.809
H 5.115 -1.949 -1.654
H 4.439 -4.245 -2.303
H 2.019 -4.885 -2.121
H 0.439 -3.243 -1.163
C -3.647 -3.229 -2.934
C -3.325 -3.236 -1.454
O -2.062 -2.600 -1.244
P -1.702 -1.615 -0.020
O -0.700 -0.643 -0.609
Te -3.484 -0.729 1.182
O -0.682 -2.597 0.862
C -1.247 -3.441 1.893
C -0.859 -2.973 3.279
H -4.539 -3.830 -3.110
H -2.818 -3.660 -3.497
H -3.819 -2.214 -3.291
H -3.261 -4.265 -1.088
H -4.096 -2.717 -0.880
H -0.877 -4.450 1.707
H -2.334 -3.443 1.791
H 0.227 -2.954 3.389
H -1.283 -3.652 4.019
H -1.248 -1.972 3.462

---

(5)
57
Properties=species:S:1:pos:R:3 method="wB97M-V/def2-TZVPD" e_tot_ha=-4808.4539 e_lumo_ev="-1.61 / -1.61" e_homo_ev="-7.3419 / -7.3373" orbital_gap_ev="5.73 / 5.72" total_charge=0 e_above_lowest_kj_mol=197.4
Mo -0.247 1.404 -0.232
N -0.250 1.883 -2.383
C -1.597 2.000 -2.951
C -2.566 1.018 -2.249
N -1.867 0.298 -1.185
C -2.741 -0.446 -0.271
C -2.848 0.331 1.041
N -1.492 0.554 1.544
H 0.325 2.666 -2.700
H 0.180 1.007 -2.747
H -1.584 1.807 -4.031
H -1.938 3.030 -2.793
H -2.974 0.301 -2.977
H -3.396 1.577 -1.800
H -1.205 -0.365 -1.661
H -2.292 -1.424 -0.070
H -3.736 -0.602 -0.707
H -3.457 -0.218 1.767
H -3.311 1.304 0.848
H -1.119 -0.341 1.887
H -1.511 1.188 2.342
S -0.465 8.583 1.606
C -0.404 7.030 1.121
S 1.096 6.153 0.884
C 0.368 4.635 0.404
C -0.984 4.612 0.336
S -1.899 3.202 -0.050
S -1.833 6.085 0.769
S 1.397 3.286 0.078
Cl 5.866 -1.649 2.983
C 4.450 -0.929 2.328
C 4.355 -0.751 0.951
C 3.208 -0.189 0.428
Cl 3.009 0.141 -1.245
C 2.114 0.156 1.251
O 0.999 0.553 0.728
C 2.290 0.035 2.643
Cl 1.012 0.595 3.642
C 3.437 -0.510 3.182
H 5.166 -1.043 0.304
H 3.540 -0.608 4.251
O 1.256 -2.160 -3.571
C 0.704 -1.865 -2.530
O 0.275 -0.703 -2.209
C 0.437 -2.955 -1.494
C 0.475 -4.292 -1.879
C 0.245 -5.299 -0.955
C -0.020 -4.985 0.365
C -0.079 -3.646 0.745
C 0.152 -2.632 -0.179
N -0.388 -3.310 2.095
O -0.718 -2.142 2.325
O -0.324 -4.171 2.951
H 0.693 -4.516 -2.913
H 0.264 -6.333 -1.263
H -0.201 -5.751 1.103
H 0.133 -1.599 0.145

---

(6)
48
Properties=species:S:1:pos:R:3 method="wB97M-V/def2-TZVPD" e_tot_ha=-1712.7945 e_lumo_ev=0.24 e_homo_ev=-7.8239 orbital_gap_ev=8.07 total_charge=0 e_above_lowest_kj_mol=0.0
O 2.114 3.663 3.175
C 2.751 2.679 3.499
N 2.772 1.473 2.881
C 2.094 1.067 1.733
C 1.265 1.910 1.000
C 0.613 1.436 -0.119
C 0.751 0.119 -0.573
C 1.634 -0.695 0.157
C 2.276 -0.241 1.291
H 2.944 -0.903 1.820
Cl 2.029 -2.299 -0.377
N 0.132 -0.346 -1.723
C -0.330 0.581 -2.734
H 0.301 1.469 -2.733
C -1.809 0.955 -2.563
N -2.597 -0.257 -2.511
C -3.502 -0.526 -3.482
O -3.764 0.268 -4.366
C -4.179 -1.861 -3.393
C -3.570 -2.990 -3.929
C -4.226 -4.208 -3.907
C -5.491 -4.305 -3.352
C -6.104 -3.180 -2.826
C -5.453 -1.959 -2.849
H -5.929 -1.076 -2.448
H -7.093 -3.252 -2.399
H -6.002 -5.256 -3.335
H -3.750 -5.082 -4.325
H -2.587 -2.910 -4.371
C -2.173 -1.163 -1.474
H -2.792 -2.060 -1.482
C -0.693 -1.535 -1.680
H -0.377 -2.190 -0.872
H -0.585 -2.067 -2.631
H -2.284 -0.663 -0.502
H -2.159 1.546 -3.411
H -1.965 1.519 -1.637
H -0.215 0.080 -3.703
H -0.031 2.116 -0.653
H 1.125 2.930 1.317
H 3.371 0.782 3.320
C 3.634 2.679 4.682
N 4.365 1.671 5.128
C 4.975 2.180 6.212
N 4.665 3.434 6.459
N 3.815 3.746 5.487
H 3.396 4.661 5.409
H 5.652 1.617 6.820

---

(7)
50
Properties=species:S:1:pos:R:3 method="wB97M-V/def2-TZVPD" e_tot_ha=-2191.9190 e_lumo_ev=0.06 e_homo_ev=-7.1737 orbital_gap_ev=7.23 total_charge=0 e_above_lowest_kj_mol=0.0
Li -0.726 -0.325 -0.647
F 1.894 -4.599 -4.383
C 1.764 -3.387 -3.790
F 2.925 -3.160 -3.154
F 1.668 -2.495 -4.787
C 0.577 -3.361 -2.866
C -0.197 -4.495 -2.737
C -1.299 -4.495 -1.891
C -1.567 -3.329 -1.205
N -0.833 -2.225 -1.314
C 0.245 -2.193 -2.134
S 1.130 -0.710 -2.209
H 0.060 -5.382 -3.298
H -1.923 -5.368 -1.773
H -2.415 -3.265 -0.531
N 0.178 2.605 5.262
C -0.375 2.373 4.036
O -1.366 2.964 3.655
C 0.325 1.374 3.167
C 1.633 0.944 3.359
C 2.180 0.036 2.470
C 1.406 -0.405 1.408
N 0.151 0.003 1.212
C -0.371 0.869 2.076
H -0.357 3.192 5.880
H 0.802 1.941 5.682
H 2.237 1.329 4.172
H 3.196 -0.315 2.581
H 1.803 -1.081 0.659
H -1.387 1.199 1.895
C 2.896 4.545 2.060
C 1.752 4.083 1.201
C 0.479 4.614 1.354
C -0.578 4.159 0.575
C -0.354 3.175 -0.373
C 0.917 2.632 -0.546
C 1.956 3.090 0.238
S -1.780 2.545 -1.239
C -1.126 2.537 -2.909
O -1.933 1.089 -0.889
H 2.555 5.218 2.845
H 3.644 5.069 1.463
H 3.395 3.694 2.528
H 0.298 5.368 2.110
H -1.576 4.549 0.726
H 1.085 1.831 -1.255
H 2.944 2.661 0.114
H -0.295 1.832 -2.957
H -0.818 3.545 -3.179
H -1.931 2.196 -3.557

---

(8)
52
Properties=species:S:1:pos:R:3 method="wB97M-V/def2-TZVPD" e_tot_ha=-6996.6860 e_lumo_ev="-0.50 / -1.65" e_homo_ev="-7.2868 / -7.3638" orbital_gap_ev="6.79 / 5.72" multiplicity=3 s_squared=2.0138 total_charge=0 e_above_lowest_kj_mol=136.8
Pt 1.363 0.146 0.258
Se 3.127 2.767 1.776
Se 4.628 2.094 0.181
C 4.533 0.185 0.375
C 5.500 -0.603 -0.230
C 5.496 -1.956 0.055
C 4.574 -2.450 0.969
C 3.654 -1.577 1.520
N 3.610 -0.285 1.201
C 1.704 3.121 0.515
C 1.099 4.360 0.410
C 0.291 4.618 -0.687
C 0.120 3.614 -1.637
C 0.709 2.384 -1.436
N 1.472 2.125 -0.359
H 6.219 -0.160 -0.903
H 6.213 -2.611 -0.416
H 4.557 -3.495 1.233
H 2.941 -1.909 2.263
H 1.295 5.107 1.165
H -0.167 5.586 -0.818
H -0.460 3.787 -2.528
H 0.579 1.568 -2.137
C -6.443 0.156 -0.256
C -5.015 -0.077 0.127
C -4.550 -1.316 0.540
C -3.248 -1.498 0.978
C -2.815 -2.871 1.389
C -2.372 -0.402 1.020
Te -0.461 -0.672 1.937
C -2.810 0.839 0.547
C -1.942 2.055 0.527
C -4.113 0.976 0.096
H -6.998 -0.775 -0.336
H -6.497 0.684 -1.207
H -6.922 0.779 0.502
H -5.222 -2.163 0.534
H -3.494 -3.616 0.980
H -2.816 -2.964 2.478
H -1.814 -3.090 1.013
H -0.892 1.782 0.621
H -2.198 2.711 1.358
H -2.100 2.607 -0.398
H -4.435 1.941 -0.268
F 3.501 -2.397 -2.077
C 2.402 -3.161 -1.994
F 2.713 -4.207 -1.223
F 2.143 -3.621 -3.218
S 0.996 -2.170 -1.229
O -0.203 -2.894 -1.499
O 1.139 -0.881 -1.883
O 1.410 -2.174 0.172